Molecular formula: C36H36IrN8O3S
Method: DFT, ωB97M-V/def2-TZVPD

```
85
Properties=species:S:1:pos:R:3:lowdin_spin:R:1
Ir 0.512 -0.447 1.038 1.978
C 3.156 -0.501 3.051 0.006
N 2.756 -1.558 2.132 0.114
C 3.865 -2.183 1.384 0.013
C 3.468 -2.178 -0.062 0.069
N 3.351 -0.993 -0.585 0.117
C 1.521 -1.827 -1.643 0.009
C 0.006 -1.018 -3.528 0.059
C 0.740 -1.953 -4.482 0.210
C 1.597 -2.997 -4.259 0.052
C 2.271 -3.576 -3.140 0.192
C 2.310 -3.046 -1.869 0.050
N 3.121 -3.297 -0.794 0.123
C 1.993 0.274 3.580 0.005
N 0.882 0.523 2.923 -0.002
C 0.128 1.362 3.711 0.000
C -1.104 1.968 3.484 0.001
C -1.608 2.775 4.483 0.000
C -0.926 2.967 5.688 0.001
C 0.308 2.392 5.918 0.001
C 0.833 1.600 4.907 0.000
N 2.009 0.890 4.781 0.003
H 3.783 0.204 2.487 0.001
H 3.743 -0.883 3.902 0.003
H 2.201 -2.263 2.607 0.000
H 4.091 -3.193 1.735 0.002
H 4.762 -1.567 1.484 0.001
H -1.049 -0.974 -3.812 0.007
H 0.532 -1.744 -5.524 0.007
H 1.865 -3.510 -5.175 0.000
H 2.846 -4.464 -3.355 0.008
H 3.651 -4.155 -0.698 0.002
H -1.633 1.825 2.554 0.000
H -2.563 3.256 4.342 0.000
H -1.374 3.588 6.448 0.000
H 0.830 2.535 6.850 0.000
H 2.757 0.869 5.456 0.000
O 2.319 3.027 0.954 0.021
C 1.532 2.194 0.579 0.014
O 1.767 0.944 0.374 0.141
C 0.098 2.560 0.202 0.010
C -0.276 3.864 -0.081 0.005
C -1.554 4.080 -0.575 -0.004
C -2.394 2.993 -0.771 0.006
C -1.946 1.729 -0.414 0.011
N -0.730 1.529 0.065 0.142
H 0.434 4.661 0.082 0.001
H -1.886 5.078 -0.811 0.000
H -3.388 3.117 -1.168 0.001
H -2.583 0.861 -0.521 0.001
S 0.086 1.260 -5.170 0.130
C 0.651 0.302 -3.809 0.336
C 0.153 -1.720 -2.204 0.001
C 0.354 -1.631 -0.696 0.013
N 2.533 -0.799 -1.587 0.200
C 2.714 0.285 -2.364 0.235
C 1.879 0.763 -3.341 0.112
C -1.668 1.626 -4.986 0.027
C -2.703 0.709 -5.071 0.001
C -4.006 1.201 -5.060 0.000
N -4.268 2.487 -4.994 -0.001
C -3.295 3.368 -4.922 0.002
C -1.960 2.984 -4.905 0.005
H -0.276 -2.706 -2.398 -0.001
H 0.001 -2.586 -0.292 0.007
H 3.612 0.835 -2.126 0.011
H 2.213 1.691 -3.787 0.000
H -2.532 -0.349 -5.187 0.000
H -4.854 0.534 -5.132 0.000
H -3.581 4.410 -4.892 0.000
H -1.173 3.720 -4.861 0.001
C -1.787 -3.635 2.651 0.013
C -1.810 -2.135 2.298 0.044
C -2.301 -1.349 3.538 0.024
C -2.785 -1.890 1.133 0.015
O -0.537 -1.745 1.949 0.437
H -2.782 -3.951 2.944 0.001
H -1.103 -3.819 3.476 0.000
H -1.473 -4.214 1.787 0.000
H -3.269 -1.740 3.841 0.002
H -2.398 -0.294 3.296 0.000
H -1.604 -1.465 4.365 0.000
H -3.805 -2.013 1.480 0.001
H -2.599 -2.595 0.328 0.000
H -2.647 -0.878 0.759 0.002
```

Its spin multiplicity is 6. The LUMO energy (spin up / spin down) is -5.14 / -7.86 eV. The value obtained for the calculated total energy is -2558.97437 a.u. As for the charge: +2. Its relative energy (zero: lowest compared OMol25 entry of this formula, charge and spin) is 126.7 kcal/mol.

---

Molecular formula: C17H27NO4
Method: DFT, ωB97M-V/def2-TZVPD

```
49
Properties=species:S:1:pos:R:3:nbo_charge:R:1
C -5.857 -1.086 -1.180 -0.219
C -4.701 -0.741 -1.860 -0.224
C -3.687 -0.066 -1.207 -0.158
C -3.811 0.267 0.137 -0.046
C -4.971 -0.086 0.812 -0.209
C -5.990 -0.756 0.157 -0.207
H -6.889 -1.024 0.694 0.212
H -5.078 0.166 1.858 0.208
C -2.704 1.018 0.827 -0.243
N -1.396 0.479 0.482 -0.439
C -0.313 1.361 0.886 -0.272
H 0.611 0.799 0.766 0.234
H -0.394 1.653 1.947 0.169
C -0.245 2.614 0.000 -0.062
H -0.888 3.408 0.388 0.185
O 1.035 3.207 -0.063 -0.535
C 1.996 2.506 -0.819 -0.079
H 1.532 1.698 -1.394 0.176
C 3.104 1.887 0.045 -0.080
O 3.674 0.837 -0.702 -0.553
C 4.715 0.152 -0.039 -0.098
C 5.016 -1.137 -0.813 -0.076
O 4.250 -2.250 -0.418 -0.538
C 2.842 -2.097 -0.517 -0.119
C 2.194 -2.206 0.880 -0.077
O 1.132 -1.310 1.093 -0.548
C -0.062 -1.619 0.400 -0.076
C -1.235 -0.861 1.024 -0.245
H -2.152 -1.411 0.802 0.217
H -1.091 -0.846 2.118 0.180
H 0.021 -1.355 -0.663 0.177
H -0.252 -2.699 0.475 0.173
H 2.946 -1.947 1.630 0.196
H 1.863 -3.238 1.067 0.164
H 2.466 -2.885 -1.180 0.176
H 2.594 -1.123 -0.947 0.203
H 6.050 -1.442 -0.642 0.194
H 4.873 -0.925 -1.882 0.177
H 5.614 0.785 0.000 0.175
H 4.419 -0.092 0.991 0.175
H 3.864 2.638 0.303 0.167
H 2.678 1.500 0.983 0.172
H 2.443 3.215 -1.525 0.183
H -0.589 2.343 -1.008 0.168
H -2.871 1.013 1.919 0.173
H -2.734 2.058 0.491 0.211
H -2.780 0.204 -1.726 0.214
H -4.592 -0.997 -2.904 0.211
H -6.651 -1.611 -1.690 0.212
```

The SMILES is c1ccc(CN2CCOCCOCCOCCOCC2)cc1. The LUMO energy is 0.93 eV. The value obtained for the calculated total energy is -1019.60904 a.u. As for the charge: 0. Its relative energy (zero: lowest compared OMol25 entry of this formula, charge and spin) is 77.0 kcal/mol.

---

Molecular formula: C12H22ClIN2O2
Method: DFT, ωB97M-V/def2-TZVPD

```
40
Properties=species:S:1:pos:R:3:lowdin_spin:R:1
C 1.561 -2.200 1.853 0.002
C 1.926 -1.616 0.465 0.001
O 3.054 -1.307 0.230 0.000
N 0.810 -1.441 -0.474 0.006
C 0.913 -2.607 -1.399 0.001
C 0.865 -0.180 -1.206 0.000
Cl 1.986 -0.173 -2.668 0.001
C -0.590 0.066 -1.769 0.015
C -1.661 0.386 -0.669 0.025
C -2.501 -0.931 -0.475 -0.003
C -2.693 1.440 -1.215 0.006
N -1.120 0.733 0.660 0.333
O -1.047 -0.254 1.482 0.565
C 0.081 1.572 0.618 0.024
C 0.697 1.626 2.060 -0.002
C -0.249 3.066 0.258 0.003
C 1.216 1.070 -0.346 0.016
H 2.036 -3.166 2.023 0.000
H 1.814 -1.463 2.622 0.000
H 0.465 -2.361 1.940 0.001
H 0.535 -3.526 -0.908 0.000
H 1.985 -2.790 -1.609 0.000
H 0.358 -2.452 -2.333 0.000
H -0.966 -0.818 -2.318 0.001
H -0.524 0.865 -2.537 0.001
H -1.847 -1.812 -0.389 0.000
H -3.113 -1.072 -1.392 0.000
H -3.218 -0.845 0.359 -0.001
H -3.301 1.803 -0.363 0.001
H -2.186 2.267 -1.737 0.000
H -3.397 0.934 -1.896 0.000
H 1.463 2.428 2.058 0.000
H -0.063 1.957 2.793 0.000
H 1.188 0.686 2.348 0.000
H -1.109 3.451 0.828 0.001
H 0.676 3.639 0.421 0.000
H -0.439 3.086 -0.834 0.000
H 1.383 1.889 -1.076 0.001
H 2.159 0.988 0.217 0.001
I 2.855 -2.940 4.380 0.000
```

Its spin multiplicity is 2. The LUMO energy (spin up / spin down) is 2.40 / 2.39 eV. The value obtained for the calculated total energy is -1488.29622 a.u. As for the charge: -1. Its relative energy (zero: lowest compared OMol25 entry of this formula, charge and spin) is 0.0 kcal/mol.

---

Molecular formula: C42H42BIN11O8SSiTa
Method: DFT, ωB97M-V/def2-TZVPD

```
108
Properties=species:S:1:pos:R:3:lowdin_charge:R:1
Ta -17.538 3.274 11.813 1.982
O -21.207 2.658 16.873 0.193
C -20.563 2.798 15.899 -0.239
C -20.832 3.768 14.662 -0.240
O -21.859 4.367 14.525 0.138
C -19.634 3.568 13.788 -0.195
C -18.843 2.489 14.209 -0.222
O -17.730 2.274 13.539 -0.150
C -19.237 2.110 15.577 -0.273
O -18.759 1.308 16.347 0.127
O -19.170 4.159 12.695 -0.167
B -15.915 0.972 10.775 -0.389
N -15.073 1.462 11.956 -0.089
C -14.057 0.941 12.639 -0.042
C -13.848 1.748 13.769 -0.033
C -14.851 2.739 13.676 -0.105
N -15.529 2.495 12.557 -0.122
N -15.737 2.019 9.643 -0.060
C -15.144 2.043 8.452 -0.064
C -15.360 3.279 7.902 -0.073
C -16.145 4.010 8.799 -0.062
N -16.329 3.214 9.916 -0.079
H -15.573 -0.150 10.570 0.094
H -17.022 1.064 11.152 0.053
H -13.549 0.076 12.371 0.109
H -13.108 1.689 14.592 0.112
H -15.128 3.634 14.241 0.111
H -14.554 1.185 8.148 0.139
H -15.004 3.541 6.902 0.113
H -16.495 5.054 8.667 0.111
N -16.519 8.578 5.367 0.102
N -15.443 8.259 6.134 -0.317
N -15.368 7.131 6.828 0.116
C -14.191 7.230 7.429 -0.225
N -13.542 8.330 6.989 0.010
N -14.383 9.031 6.282 0.047
H -16.766 9.552 5.596 0.104
H -16.318 8.544 4.387 0.084
H -13.605 6.614 8.062 -0.015
C -14.525 6.440 13.609 -0.078
C -15.460 7.458 12.886 -0.580
C -15.567 8.734 13.743 -0.062
C -14.780 7.751 11.560 -0.076
Si -17.104 6.662 12.565 0.605
O -16.793 5.066 12.026 -0.402
C -18.044 6.488 14.203 -0.217
C -17.493 5.828 15.265 -0.113
C -18.112 5.804 16.493 -0.064
C -19.395 6.366 16.638 -0.059
C -19.977 6.940 15.514 -0.101
C -19.363 6.952 14.304 -0.088
C -17.930 7.652 11.237 -0.208
C -18.209 7.113 9.943 -0.068
C -18.624 7.985 8.968 -0.086
C -18.828 9.371 9.193 -0.075
C -18.575 9.831 10.454 -0.109
C -18.196 8.990 11.471 -0.108
H -13.558 6.949 13.708 0.061
H -14.448 5.534 13.041 0.042
H -14.812 6.164 14.618 0.070
H -14.521 9.016 13.965 0.087
H -15.941 8.477 14.732 0.073
H -16.209 9.546 13.327 0.078
H -13.808 8.116 11.703 0.062
H -15.337 8.488 11.005 0.077
H -14.720 6.837 10.956 0.086
H -16.627 5.274 15.012 0.070
H -17.600 5.439 17.344 0.094
H -19.946 6.301 17.624 0.130
H -20.994 7.307 15.532 0.111
H -19.830 7.293 13.420 0.098
H -18.149 6.078 9.669 0.056
H -18.899 7.600 8.004 0.094
H -19.020 10.086 8.354 0.117
H -18.800 10.850 10.617 0.093
H -18.095 9.457 12.491 0.120
N -12.803 3.995 11.281 0.126
C -11.870 4.704 10.595 -0.906
S -12.036 4.893 8.940 0.616
N -10.956 5.368 11.282 0.047
C -11.018 5.887 12.608 -0.242
C -11.161 4.984 13.658 -0.031
C -11.314 5.504 14.946 -0.100
C -11.330 6.848 15.180 -0.104
C -11.053 7.728 14.119 -0.074
C -10.823 7.231 12.835 -0.022
H -13.554 3.612 10.704 0.076
H -12.667 3.708 12.229 0.049
H -10.338 5.927 10.691 0.129
H -11.257 3.918 13.580 0.102
H -11.572 4.721 15.678 0.116
H -11.458 7.206 16.249 0.130
H -11.021 8.783 14.295 0.101
H -10.546 7.893 12.023 0.123
I -24.508 2.750 6.378 0.875
C -22.910 2.797 7.747 -0.687
C -22.431 4.006 8.154 -0.162
C -21.349 4.181 9.007 0.009
C -20.727 3.052 9.446 -0.102
C -21.209 1.764 9.086 -0.006
C -22.277 1.659 8.302 -0.127
C -19.459 3.074 10.232 -0.500
O -18.959 2.119 10.886 -0.079
O -18.814 4.187 10.265 -0.106
H -22.983 4.865 7.848 0.083
H -21.211 5.218 9.357 0.145
H -20.764 0.838 9.321 0.119
H -22.676 0.729 8.047 0.087
```

The LUMO energy is -0.87 eV. The value obtained for the calculated total energy is -3897.33539 a.u. As for the charge: 0. Its relative energy (zero: lowest compared OMol25 entry of this formula, charge and spin) is 46.2 kcal/mol.

---

Molecular formula: C4H6FNOS
Method: DFT, ωB97M-V/def2-TZVPD

```
14
Properties=species:S:1:pos:R:3:nbo_charge:R:1
C 0.518 0.350 -0.012 0.036
C -0.522 -0.284 0.824 -0.479
C -1.576 -0.991 -0.106 0.076
C 0.354 1.552 -0.745 -0.307
H 3.628 -0.371 -0.102 0.491
H -0.296 -1.012 1.519 0.238
H -1.314 0.369 1.364 0.242
H -2.104 -0.276 -0.674 0.167
H -2.156 -1.653 0.772 0.151
H 0.974 1.925 -1.802 0.278
N 1.707 -0.238 0.374 -0.030
O 2.793 0.209 -0.327 -0.552
F -0.985 -1.859 -0.957 -0.366
S -1.023 2.279 -0.129 0.052
```

The SMILES is O/N=C(\C=S)CCF. The LUMO energy is -1.41 eV. The value obtained for the calculated total energy is -783.87839 a.u. As for the charge: 0. Its relative energy (zero: lowest compared OMol25 entry of this formula, charge and spin) is 126.6 kcal/mol.